## one
This record from the Open Molecules 2025 dataset describes a gas-phase ion, C4H11N2O (charge +2). The level of theory is wB97M-V/def2-TZVPD.

Structure (XYZ):
```
18
Properties=species:S:1:pos:R:3
O -2.093 -0.551 0.274
C -0.964 -0.174 0.728
N -0.713 -0.363 2.087
C 0.517 -0.083 2.755
C 0.153 0.184 -0.192
N -0.409 0.289 -1.604
C 0.551 0.083 -2.770
H -1.467 -0.875 2.675
H 0.312 -0.137 3.799
H 1.376 -0.582 2.376
H 0.637 0.876 2.449
H 0.592 1.196 -0.127
H 0.893 -0.737 -0.050
H -0.823 1.337 -1.766
H -1.196 -0.320 -1.621
H 0.136 -0.204 -3.814
H 1.210 -0.860 -2.479
H 1.290 0.922 -2.719
```

Values from the calculation:
HOMO (alpha / beta) ... -21.4 / -21.2 eV
2S+1 ... 2
Total charge ... +2

Here are the Löwdin charges for atoms 1 to 5, given in e: atom 1 (O): 0.214, atom 2 (C): -0.300, atom 3 (N): 0.217, atom 4 (C): 0.068, atom 5 (C): -0.031

***

## two
This record from the Open Molecules 2025 dataset describes a gas-phase ion, C4H11N2O (charge +2). The level of theory is wB97M-V/def2-TZVPD.

Structure (XYZ):
```
18
Properties=species:S:1:pos:R:3
N 1.978 1.757 0.521
C 1.167 0.802 -0.301
C -0.093 0.309 0.535
N -0.899 -0.659 -0.007
C -0.287 -1.688 -0.856
C -2.315 -0.720 0.326
O -0.341 1.044 1.462
H 1.428 2.180 1.282
H 2.431 2.377 -0.152
H 2.720 1.312 1.073
H 1.833 0.003 -0.621
H 0.794 1.345 -1.163
H -0.987 -2.504 -0.959
H 0.017 -1.296 -1.822
H 0.547 -2.156 -0.326
H -2.476 -1.363 1.197
H -2.700 0.300 0.404
H -2.816 -1.044 -0.592
```

Values from the calculation:
HOMO (alpha / beta) ... -21.0 / -20.7 eV
2S+1 ... 2
Total charge ... +2

Here are the Löwdin charges for atoms 1 to 5, given in e: atom 1 (N): 0.226, atom 2 (C): -0.010, atom 3 (C): -0.320, atom 4 (N): 0.020, atom 5 (C): 0.067

***

Stability, highest: two

***

## one
This record from the Open Molecules 2025 dataset describes 2 unconnected molecules or ions with the total composition C6H8NO. The level of theory is wB97M-V/def2-TZVPD.

Structure (XYZ):
```
16
Properties=species:S:1:pos:R:3
C 2.333 1.181 0.055
C -2.711 1.708 -0.171
C -1.441 2.010 0.163
C -0.190 -0.168 0.070
C -0.519 1.010 0.152
C 2.837 -1.336 0.115
N 2.282 -0.019 -0.003
O 2.278 2.321 -0.001
H -3.434 2.537 -0.433
H -2.997 0.638 -0.348
H -1.204 3.041 0.432
H -0.098 -0.781 0.967
H 0.188 -0.685 -0.783
H 2.765 -1.786 -0.824
H 3.870 -1.183 0.396
H 2.302 -1.904 0.877
```

Values from the calculation:
HOMO ... -14.0 eV
2S+1 ... 1
Total charge ... +1

Here are the Löwdin charges for atoms 1 to 5, given in e: atom 1 (C): -0.358, atom 2 (C): 0.209, atom 3 (C): -0.102, atom 4 (C): 0.099, atom 5 (C): 0.043

***

## two
This record from the Open Molecules 2025 dataset describes a molecular structure, C6H8NO. The level of theory is wB97M-V/def2-TZVPD.

Structure (XYZ):
```
16
Properties=species:S:1:pos:R:3
C -1.235 -1.114 -0.743
C -0.409 -1.428 0.464
C -1.161 -0.072 0.415
C 1.049 -1.401 0.281
C -0.453 1.065 0.284
C 0.304 2.194 0.019
N 1.588 -0.268 0.176
O 2.460 0.511 -0.139
H -0.579 -0.789 -1.547
H -2.252 -1.616 -0.994
H -0.695 -2.226 1.094
H -2.173 0.112 0.872
H 1.621 -2.420 0.181
H 1.613 1.956 -0.194
H 0.399 2.929 0.837
H -0.080 2.568 -1.004
```

Values from the calculation:
HOMO ... -13.1 eV
2S+1 ... 1
Total charge ... +1

Here are the Löwdin charges for atoms 1 to 5, given in e: atom 1 (C): 0.046, atom 2 (C): -0.182, atom 3 (C): -0.186, atom 4 (C): -0.042, atom 5 (C): 0.143

***

Stability, highest: one

***

## one
This record from the Open Molecules 2025 dataset describes 2 unconnected molecules or ions with the total composition C11H15N. The level of theory is wB97M-V/def2-TZVPD.

Structure (XYZ):
```
27
Properties=species:S:1:pos:R:3
C 0.538 -2.939 1.548
C 0.993 0.722 1.327
C 0.201 -0.403 1.158
C 1.005 -1.534 1.525
C 2.315 -1.056 1.691
C 0.545 2.002 1.017
C -0.801 2.097 0.744
C -1.168 -0.346 0.781
C -1.619 0.953 0.647
N 2.339 0.311 1.633
H 2.811 0.718 2.436
H 1.219 2.851 1.062
H 3.243 -1.596 1.806
H -1.284 3.041 0.561
H -1.690 -1.280 0.701
H 1.406 -3.586 1.446
H -0.037 -3.198 0.643
H -2.696 1.096 0.592
H -0.137 -3.150 2.388
C -1.469 1.041 -2.543
C -0.395 0.364 -3.356
H -2.410 1.078 -3.121
H -1.656 0.453 -1.661
H -1.291 2.085 -2.327
H 0.614 0.299 -2.925
H -0.488 -0.736 -3.428
H -0.088 0.712 -4.346
```

Values from the calculation:
HOMO (alpha / beta) ... -13.3 / -13.3 eV
2S+1 ... 2
Total charge ... +1

Here are the Löwdin charges for atoms 1 to 5, given in e: atom 1 (C): -0.003, atom 2 (C): -0.159, atom 3 (C): -0.120, atom 4 (C): -0.119, atom 5 (C): 0.061

***

## two
This record from the Open Molecules 2025 dataset describes 2 unconnected molecules or ions with the total composition C11H15N. The level of theory is wB97M-V/def2-TZVPD.

Structure (XYZ):
```
27
Properties=species:S:1:pos:R:3
C 0.980 -1.690 1.048
C 2.053 -1.033 2.128
H 0.970 -2.709 1.340
H 0.019 -1.463 0.895
H 1.422 -1.531 0.051
H 3.021 -1.483 2.019
H 1.761 -1.130 3.093
H 2.078 0.060 2.006
C -1.643 2.225 1.356
C 0.270 0.553 -1.347
C -0.970 0.586 -0.765
C -0.706 1.592 0.403
C 0.648 1.501 0.621
C 0.426 -0.324 -2.472
C -0.741 -1.053 -2.876
C -2.022 -0.283 -0.998
C -1.909 -1.216 -2.012
N 1.280 1.173 -0.679
H 2.254 1.004 -0.789
H 1.378 -0.550 -2.955
H 1.344 1.918 1.373
H -0.739 -1.366 -3.876
H -2.912 -0.379 -0.378
H -2.049 3.183 0.965
H -1.142 2.838 2.255
H -2.497 -2.131 -2.002
H -2.573 1.709 1.594
```

Values from the calculation:
HOMO (alpha / beta) ... -13.0 / -12.9 eV
2S+1 ... 2
Total charge ... +1

Here are the Löwdin charges for atoms 1 to 5, given in e: atom 1 (C): -0.078, atom 2 (C): -0.069, atom 3 (H): 0.055, atom 4 (H): -0.003, atom 5 (H): 0.057

***

Stability, highest: one